[1]
This record from the Open Molecules 2025 dataset describes a gas-phase ion, C19H40NO7 (charge +1). The level of theory is ωB97M-V with the def2-TZVPD basis set.

The geometry in XYZ format:
```
67
Properties=species:S:1:pos:R:3:lowdin_charge:R:1
C -3.5620 -1.0342 4.9402 -0.10
C -2.9529 -0.5807 3.6280 -0.26
C -2.3465 0.8200 3.7288 -0.16
C -0.9934 0.9911 3.0278 -0.06
N -1.0220 1.7083 1.6877 -0.14
C -0.8250 3.1703 1.9359 -0.06
C -0.5681 4.0187 0.7081 -0.17
O -0.3778 5.3497 1.1525 -0.01
C -1.5043 6.1377 1.2032 -0.27
O -1.4783 7.2777 1.6764 0.09
C -2.2449 1.4485 0.9007 -0.18
O -2.3178 0.0880 0.7327 -0.10
C -3.0711 -0.3091 -0.4188 -0.12
C -2.1766 -0.3555 -1.6227 -0.21
O -1.2866 -1.4377 -1.4951 -0.14
C -0.8383 -1.9121 -2.7660 -0.25
C 0.3612 -2.8079 -2.5823 -0.05
C 0.1167 1.1643 0.8669 -0.16
O 1.2999 1.5550 1.4594 -0.08
C 2.3377 0.5998 1.2739 -0.12
C 2.9782 0.6866 -0.1028 -0.19
O 2.9956 -0.6088 -0.6347 -0.14
C 3.6132 -0.6708 -1.9131 -0.17
C 4.0374 -2.0894 -2.2054 -0.19
O 3.3652 -2.5143 -3.3665 -0.17
C 3.6366 -3.8675 -3.6764 -0.29
C 3.2422 -4.1251 -5.1111 -0.06
H -4.3804 -0.3858 5.2260 0.08
H -2.8172 -1.0782 5.7226 0.08
H -3.9447 -2.0396 4.8320 0.08
H -2.1806 -1.2960 3.3658 0.11
H -3.6724 -0.6429 2.8250 0.10
H -3.0659 1.5816 3.4538 0.11
H -2.1475 0.9782 4.7811 0.12
H -0.5583 0.0158 2.8877 0.13
H -0.3282 1.5189 3.6878 0.13
H -1.7131 3.5316 2.4416 0.15
H -0.0040 3.3218 2.6146 0.15
H -1.3639 3.9851 -0.0315 0.12
H 0.3445 3.7418 0.2030 0.13
H -2.4039 5.6678 0.7751 0.15
H -2.1236 1.9446 -0.0590 0.13
H -3.1194 1.8895 1.3694 0.16
H -3.4151 -1.3104 -0.2066 0.14
H -3.9019 0.3627 -0.6092 0.14
H -1.5704 0.5561 -1.6637 0.12
H -2.7478 -0.3926 -2.5455 0.14
H -0.5932 -1.0804 -3.4209 0.12
H -1.6549 -2.4762 -3.2099 0.12
H 0.8743 -2.9207 -3.5242 0.06
H 0.0289 -3.7888 -2.2721 0.08
H 1.0173 -2.4066 -1.8219 0.07
H 0.0313 1.5363 -0.1512 0.14
H 0.0312 0.0881 0.8203 0.15
H 3.0752 0.7982 2.0355 0.13
H 1.9936 -0.4203 1.4251 0.14
H 2.4350 1.3811 -0.7457 0.13
H 3.9948 1.0684 -0.0099 0.13
H 2.8836 -0.3847 -2.6667 0.13
H 4.4669 0.0005 -1.9519 0.13
H 3.7531 -2.7239 -1.3641 0.13
H 5.1175 -2.1641 -2.3178 0.13
H 3.0673 -4.5294 -3.0261 0.12
H 4.7012 -4.0573 -3.5509 0.12
H 3.4921 -5.1466 -5.3626 0.08
H 2.1812 -3.9609 -5.2213 0.06
H 3.7988 -3.4653 -5.7613 0.08
```

Summary:
* spin multiplicity: 1
* DFT total energy: -36165.09344 eV
* charge: +1
* lowest unoccupied orbital energy: -2.3 eV
* ΔE to the lowest compared entry with this formula, charge and spin: 3.6 kcal per mole
* orbital gap: 9.59 eV
* molecular weight: 394.529 Da
* F_max: 4.19 eV/A

[2]
This record from the Open Molecules 2025 dataset describes 4 unconnected molecules or ions with the total composition C19H40O11S. The level of theory is ωB97M-V with the def2-TZVPD basis set.

The geometry in XYZ format:
```
71
Properties=species:S:1:pos:R:3:lowdin_charge:R:1
C 1.1374 -0.2613 1.9717 -0.05
C 0.8923 -1.2916 0.8095 -0.32
C 0.6377 -0.4501 -0.4983 -0.08
C -0.4023 -2.1520 1.0711 -0.23
O -0.0774 -3.5141 0.7216 -0.33
S -1.4075 -4.3984 0.2438 1.02
O -1.2795 -5.6718 1.0024 -0.41
O -2.8000 -3.6859 0.8831 -0.33
O -3.3733 -2.8163 -0.0930 -0.16
C -4.1758 -1.8627 0.6250 -0.12
C -3.6788 -0.3831 0.5049 -0.37
C -2.8030 0.0797 1.7263 -0.03
O -3.0380 -0.0877 -0.7338 -0.04
H 0.3898 -0.3389 2.7815 0.06
H 2.1210 -0.4802 2.4285 0.07
H 1.1601 0.7547 1.5426 0.07
H 1.7766 -1.9181 0.6028 0.13
H -0.3730 0.0023 -0.5108 0.06
H 0.7907 -1.0764 -1.4070 0.08
H 1.3633 0.3870 -0.5894 0.04
H -0.6570 -2.0890 2.1447 0.11
H -1.1965 -1.7069 0.4441 0.09
H -5.2147 -1.9457 0.2576 0.13
H -4.1448 -2.1367 1.6932 0.13
H -4.5942 0.2504 0.5555 0.14
H -3.3184 0.8515 2.3294 0.08
H -1.9069 0.5875 1.3080 0.08
H -2.4296 -0.7602 2.3337 0.06
H -3.6893 0.3445 -1.2806 0.09
O 2.9962 1.6502 -0.5835 0.08
C 3.5239 1.8217 -1.6500 -0.53
O 2.9990 2.6984 -2.5130 0.01
C 3.6370 3.1156 -3.7250 -0.23
C 3.3542 2.1409 -4.8497 -0.06
C 4.7240 1.0117 -2.0643 0.02
H 4.7055 3.2835 -3.5707 0.11
H 3.2056 4.0866 -3.9703 0.12
H 3.7548 1.1497 -4.6342 0.07
H 3.7929 2.4940 -5.7849 0.09
H 2.2816 2.0227 -4.9879 0.05
H 4.3853 0.0560 -2.4633 0.10
H 5.3359 0.8311 -1.1816 0.09
H 5.3642 1.5062 -2.7908 0.07
O 2.6186 -0.6599 5.1303 0.11
C 1.7487 -0.6394 5.9543 -0.53
O 0.5404 -0.1451 5.6352 -0.01
C -0.6116 -0.2493 6.4736 -0.24
C -0.6542 0.8662 7.4983 -0.07
C 2.0036 -1.0957 7.3679 0.01
H -0.6743 -1.2386 6.9312 0.11
H -1.4721 -0.1608 5.8095 0.12
H 0.2005 0.8244 8.1743 0.07
H -1.5671 0.8072 8.0931 0.08
H -0.6205 1.8372 7.0022 0.08
H 2.4554 -0.2778 7.9282 0.10
H 2.7005 -1.9316 7.3366 0.09
H 1.1166 -1.4505 7.8879 0.07
O 1.2031 0.6841 -5.8092 0.08
C 0.0272 0.5856 -5.5763 -0.51
O -0.8677 0.9664 -6.4997 0.01
C -2.2710 0.7157 -6.3998 -0.23
C -2.9674 1.7831 -5.5801 -0.06
C -0.4604 0.1070 -4.2335 0.02
H -2.4626 -0.2907 -6.0230 0.11
H -2.6511 0.7410 -7.4212 0.12
H -2.6026 1.8029 -4.5523 0.06
H -4.0447 1.6104 -5.5604 0.08
H -2.7779 2.7702 -6.0042 0.08
H -0.4636 0.9458 -3.5370 0.10
H 0.2296 -0.6520 -3.8689 0.09
H -1.4448 -0.3546 -4.2560 0.07
```

Summary:
* spin multiplicity: 1
* DFT total energy: -53704.28464 eV
* lowest unoccupied orbital energy: 0.2 eV
* ΔE to the lowest compared entry with this formula, charge and spin: 17.3 kcal per mole
* orbital gap: 9.96 eV
* molecular weight: 476.585 Da
* F_max: 2.83 eV/A

[3]
This record from the Open Molecules 2025 dataset describes a molecular structure, C19H40P2Pd. The level of theory is ωB97M-V with the def2-TZVPD basis set.

The geometry in XYZ format:
```
62
Properties=species:S:1:pos:R:3:lowdin_charge:R:1
P -0.7912 -4.3601 -2.5364 1.03
P -3.9132 -1.6190 -2.3899 0.74
C -2.6058 -4.0817 -2.6603 -0.35
C -2.8165 -2.7366 -3.3650 -0.37
H -2.8793 -4.0725 -1.5971 0.04
H -3.0609 -4.9666 -3.1579 0.12
H -1.8563 -2.1908 -3.4735 0.05
H -3.2420 -2.8600 -4.3711 0.11
C -4.1523 -2.2845 -0.6625 -0.21
H -4.2012 -1.4460 0.0642 0.02
H -3.2374 -2.8350 -0.3786 0.04
H -5.0500 -2.9142 -0.5847 0.08
C -5.3767 -1.0281 -3.3848 -0.19
H -6.0851 -1.8309 -3.6269 0.06
H -5.0820 -0.4816 -4.3050 0.07
H -5.8546 -0.3218 -2.6796 0.05
C -0.6961 -6.2929 -2.3896 -0.19
H 0.2805 -6.7487 -2.6806 0.07
H -1.4560 -6.6360 -3.1071 0.05
H -0.9807 -6.6940 -1.4048 0.04
C -0.4894 -4.6542 -4.3347 -0.23
H -0.6214 -3.6701 -4.7640 0.05
H -1.2239 -5.3702 -4.7020 0.06
H 0.5246 -5.0319 -4.4968 0.06
Pd -2.5942 -0.2982 -1.6627 0.58
C 0.3095 -3.6622 0.5742 -0.04
C 0.1563 -4.8329 -0.0656 -0.20
C 1.3983 -5.7037 -0.1108 -0.14
C 2.5646 -5.0354 -0.8732 -0.14
C 2.1212 -4.7232 -2.2250 -0.06
C 1.3164 -3.6642 -2.5609 -0.27
C 1.1127 -2.4185 -1.6380 -0.19
C 0.9768 -2.4825 -0.0891 -0.18
C -0.8058 0.9452 -1.9669 -0.07
H -0.4102 -3.3372 1.3314 0.12
H -0.7500 -5.4622 0.0447 0.10
H 1.2284 -6.7403 -0.4241 0.12
H 1.7193 -5.7677 0.9282 0.14
H 2.8580 -4.1260 -0.3208 0.13
H 3.3870 -5.7712 -0.9221 0.14
H 2.3295 -5.5017 -2.9667 0.14
H 1.2863 -3.2732 -3.5930 0.12
H 0.1848 -1.9171 -1.9712 0.06
H 1.9154 -1.6998 -1.8499 0.13
H 1.9432 -2.2068 0.3838 0.13
H 0.2788 -1.6448 0.1191 0.08
H -1.2445 1.9460 -2.0735 0.03
H -0.2495 0.6313 -2.8703 0.02
H -0.1525 0.9033 -1.0823 0.00
C -1.2926 0.0306 2.0394 -0.07
C -2.0331 1.2278 1.4089 -0.46
C -1.0767 2.3971 1.0681 -0.08
C -2.9639 0.8092 0.2369 -0.10
H -0.5133 -0.3580 1.3588 0.05
H -2.0272 -0.7577 2.3108 0.09
H -0.8140 0.3881 2.9670 0.09
H -2.7193 1.6290 2.1875 0.15
H -0.2547 2.0976 0.4032 0.05
H -1.6395 3.2448 0.6255 0.09
H -0.6094 2.7444 2.0026 0.09
H -3.3181 1.6863 -0.3276 0.08
H -3.8203 0.2688 0.6691 0.05
```

Summary:
* spin multiplicity: 5
* DFT total energy: -42383.72235 eV
* charge: +2
* lowest unoccupied orbital energy (spin up / spin down): -5.8 / -8.6 eV
* ΔE to the lowest compared entry with this formula, charge and spin: 35.9 kcal per mole
* orbital gap (spin up / spin down): 7.80 / 5.89 eV
* molecular weight: 436.897 Da
* F_max: 5.65 eV/A

[4]
This record from the Open Molecules 2025 dataset describes a molecular structure, C19H40P2Re. The level of theory is ωB97M-V with the def2-TZVPD basis set.

The geometry in XYZ format:
```
62
Properties=species:S:1:pos:R:3:lowdin_charge:R:1
P -0.1843 -1.8730 -2.5153 0.89
P 0.1571 1.6925 -2.4928 1.07
C -0.4168 -0.7112 -3.9981 -0.37
C 0.4180 0.5703 -3.9983 -0.32
H -1.5019 -0.4982 -4.0453 0.09
H -0.1584 -1.3199 -4.8777 0.09
H 1.5024 0.3661 -4.0804 0.10
H 0.1328 1.1975 -4.8572 0.11
C -1.3699 2.5194 -3.0668 -0.20
H -1.6595 3.2839 -2.3339 0.07
H -2.1921 1.8073 -3.2154 0.07
H -1.1310 3.0064 -4.0230 0.07
C 1.3727 2.9957 -2.9134 -0.20
H 1.0491 3.4628 -3.8539 0.08
H 2.3822 2.5740 -3.0331 0.07
H 1.3583 3.7431 -2.1090 0.07
C -1.2558 -3.2173 -3.1331 -0.26
H -1.2121 -4.0514 -2.4234 0.05
H -0.8726 -3.5432 -4.1090 0.05
H -2.2896 -2.8598 -3.2432 0.05
C 1.4464 -2.5580 -3.0246 -0.25
H 2.2307 -1.7924 -3.1001 0.04
H 1.3240 -3.0374 -4.0047 0.06
H 1.7487 -3.3223 -2.2959 0.06
Re 0.0606 -0.1902 1.9866 1.60
C 0.6339 1.5746 0.5330 -0.23
C -0.7636 1.2761 0.5180 -0.28
C -1.6330 0.3773 -0.3264 -0.23
C -1.7880 -1.1242 0.0442 -0.21
C -0.5636 -1.8381 0.5208 -0.24
C 0.8178 -1.4856 0.3693 -0.28
C 1.3557 -0.4796 -0.6226 -0.30
C 1.8166 0.8688 -0.0660 -0.22
C 0.3022 -1.7569 3.2701 -0.25
H 0.8738 2.5680 0.9371 0.13
H -1.3544 2.0898 0.9579 0.12
H -1.3627 0.4452 -1.4027 0.02
H -2.6480 0.8178 -0.2985 0.14
H -2.6060 -1.2091 0.7904 0.14
H -2.1591 -1.6513 -0.8541 0.10
H -0.7488 -2.8551 0.8889 0.13
H 1.5466 -2.2383 0.6980 0.13
H 0.4947 -0.1858 -1.2931 -0.03
H 2.1381 -0.9510 -1.2483 0.11
H 2.6389 0.7245 0.6603 0.14
H 2.2373 1.4917 -0.8757 0.10
H 1.1869 -1.5419 3.8870 0.03
H 0.4504 -2.7113 2.7451 0.03
H -0.5746 -1.8428 3.9291 0.03
C -1.3646 0.3992 5.4332 -0.08
C -0.1195 1.1428 4.9628 -0.48
C 1.1592 0.5976 5.5895 -0.08
C -0.0334 1.2794 3.4181 -0.31
H -1.2865 -0.6869 5.3316 0.06
H -2.2465 0.7260 4.8749 0.08
H -1.5383 0.6139 6.4948 0.10
H -0.2237 2.1780 5.3196 0.14
H 1.2580 -0.4872 5.4929 0.06
H 2.0405 1.0578 5.1338 0.08
H 1.1719 0.8310 6.6611 0.10
H 0.8600 1.8759 3.1860 0.07
H -0.9071 1.8652 3.1014 0.07
```

Summary:
* spin multiplicity: 4
* DFT total energy: -41035.49213 eV
* charge: +2
* lowest unoccupied orbital energy (spin up / spin down): -8.5 / -9.9 eV
* ΔE to the lowest compared entry with this formula, charge and spin: 64.8 kcal per mole
* orbital gap (spin up / spin down): 5.72 / 4.32 eV
* molecular weight: 516.684 Da
* F_max: 4.31 eV/A

Which formula does entry 1 have?
C19H40NO7

The highest DFT total energy belongs to which entry?
C19H40NO7

What did the third record say?
This record from the Open Molecules 2025 dataset describes a molecular structure, C19H40P2Pd. The level of theory is ωB97M-V with the def2-TZVPD basis set.

The geometry in XYZ format:
```
62
Properties=species:S:1:pos:R:3:lowdin_charge:R:1
P -0.7912 -4.3601 -2.5364 1.03
P -3.9132 -1.6190 -2.3899 0.74
C -2.6058 -4.0817 -2.6603 -0.35
C -2.8165 -2.7366 -3.3650 -0.37
H -2.8793 -4.0725 -1.5971 0.04
H -3.0609 -4.9666 -3.1579 0.12
H -1.8563 -2.1908 -3.4735 0.05
H -3.2420 -2.8600 -4.3711 0.11
C -4.1523 -2.2845 -0.6625 -0.21
H -4.2012 -1.4460 0.0642 0.02
H -3.2374 -2.8350 -0.3786 0.04
H -5.0500 -2.9142 -0.5847 0.08
C -5.3767 -1.0281 -3.3848 -0.19
H -6.0851 -1.8309 -3.6269 0.06
H -5.0820 -0.4816 -4.3050 0.07
H -5.8546 -0.3218 -2.6796 0.05
C -0.6961 -6.2929 -2.3896 -0.19
H 0.2805 -6.7487 -2.6806 0.07
H -1.4560 -6.6360 -3.1071 0.05
H -0.9807 -6.6940 -1.4048 0.04
C -0.4894 -4.6542 -4.3347 -0.23
H -0.6214 -3.6701 -4.7640 0.05
H -1.2239 -5.3702 -4.7020 0.06
H 0.5246 -5.0319 -4.4968 0.06
Pd -2.5942 -0.2982 -1.6627 0.58
C 0.3095 -3.6622 0.5742 -0.04
C 0.1563 -4.8329 -0.0656 -0.20
C 1.3983 -5.7037 -0.1108 -0.14
C 2.5646 -5.0354 -0.8732 -0.14
C 2.1212 -4.7232 -2.2250 -0.06
C 1.3164 -3.6642 -2.5609 -0.27
C 1.1127 -2.4185 -1.6380 -0.19
C 0.9768 -2.4825 -0.0891 -0.18
C -0.8058 0.9452 -1.9669 -0.07
H -0.4102 -3.3372 1.3314 0.12
H -0.7500 -5.4622 0.0447 0.10
H 1.2284 -6.7403 -0.4241 0.12
H 1.7193 -5.7677 0.9282 0.14
H 2.8580 -4.1260 -0.3208 0.13
H 3.3870 -5.7712 -0.9221 0.14
H 2.3295 -5.5017 -2.9667 0.14
H 1.2863 -3.2732 -3.5930 0.12
H 0.1848 -1.9171 -1.9712 0.06
H 1.9154 -1.6998 -1.8499 0.13
H 1.9432 -2.2068 0.3838 0.13
H 0.2788 -1.6448 0.1191 0.08
H -1.2445 1.9460 -2.0735 0.03
H -0.2495 0.6313 -2.8703 0.02
H -0.1525 0.9033 -1.0823 0.00
C -1.2926 0.0306 2.0394 -0.07
C -2.0331 1.2278 1.4089 -0.46
C -1.0767 2.3971 1.0681 -0.08
C -2.9639 0.8092 0.2369 -0.10
H -0.5133 -0.3580 1.3588 0.05
H -2.0272 -0.7577 2.3108 0.09
H -0.8140 0.3881 2.9670 0.09
H -2.7193 1.6290 2.1875 0.15
H -0.2547 2.0976 0.4032 0.05
H -1.6395 3.2448 0.6255 0.09
H -0.6094 2.7444 2.0026 0.09
H -3.3181 1.6863 -0.3276 0.08
H -3.8203 0.2688 0.6691 0.05
```

Summary:
* spin multiplicity: 5
* DFT total energy: -42383.72235 eV
* charge: +2
* lowest unoccupied orbital energy (spin up / spin down): -5.8 / -8.6 eV
* ΔE to the lowest compared entry with this formula, charge and spin: 35.9 kcal per mole
* orbital gap (spin up / spin down): 7.80 / 5.89 eV
* molecular weight: 436.897 Da
* F_max: 5.65 eV/A